Model 1:
Density functional theory data (ωB97M-V/def2-TZVPD) for a cluster of 2 separate species, C7H17NO in total.

Element x y z (Å)
C: 0.45130 -0.40635 -0.83569
C: 0.25819 -1.87029 -1.02776
C: 2.34431 0.18036 -2.27678
C: 1.66080 1.52948 1.17663
C: 2.20013 1.21980 -0.20646
O: 3.15559 1.87848 -0.58871
N: 1.69816 0.23616 -1.03287
H: -0.32294 0.07183 -1.44172
H: 0.20520 -0.11835 0.16700
H: -0.69548 -2.36958 -0.95427
H: 1.05096 -2.57801 -0.81228
H: 3.04764 0.94463 -2.43040
H: 0.90977 0.82127 1.51498
H: 0.37477 -2.14582 -2.08015
H: 3.01668 -0.69514 -2.38566
H: 1.71019 -0.03551 -3.13377
H: 2.52821 1.52589 1.82543
H: 1.14933 2.48704 1.15546
C: -2.39182 -0.37901 1.84492
C: -3.77496 0.21508 1.46929
H: -2.47269 -1.02281 2.72315
H: -2.12948 -1.01133 1.01091
H: -1.71652 0.43532 2.09182
H: -4.51044 -0.57671 1.35732
H: -3.67101 0.81255 0.56461
H: -4.07588 0.85102 2.30502

Summary:
LUMO   0.78 eV
HOMO level   -0.3337 Eh
Molecular weight   131.219 g mol⁻¹
SMILES   CCN(C)C(C)=O.CC

=====

Model 2:
Density functional theory data (ωB97M-V/def2-TZVPD) for a cluster of 2 separate species, C7H17NO in total.

Element x y z (Å)
C: 0.91437 0.47273 2.91636
C: 1.74534 0.19330 1.61464
C: 0.83849 -0.13853 0.45236
C: -0.17931 0.98908 0.09584
C: -1.18696 0.38657 -3.63516
C: -0.70511 0.21492 -2.19902
C: -0.37842 1.20193 -1.37527
N: 2.71466 -0.86191 1.76101
H: 1.26760 -0.15256 3.74104
H: -0.14036 0.20560 2.78301
H: 0.90406 1.54361 3.14873
H: 2.29228 1.12302 1.45651
H: 0.29032 -1.03823 0.71426
H: 1.41819 -0.33546 -0.45915
H: 0.10282 1.88081 0.65750
H: -1.10381 0.72994 0.60481
H: -0.46522 0.96874 -4.19855
H: -1.22148 -0.56758 -4.16207
H: -2.12791 0.92454 -3.64844
H: -0.96676 -0.77508 -1.84128
H: -0.27298 2.21276 -1.76795
H: 2.42557 -1.78167 1.47774
H: 3.29031 -0.87495 2.58985
H: -2.75757 -2.05036 0.41987
H: -3.16622 -2.25711 -1.01890
O: -3.53188 -2.21410 -0.12774

Summary:
LUMO   0.71 eV
HOMO level   -0.3258 Eh
Molecular weight   131.219 g mol⁻¹
SMILES   C/C=C/CC[C@@H](C)N.O

=====

Model 3:
Density functional theory data (ωB97M-V/def2-TZVPD) for a cluster of 2 separate species, C7H17NO in total.

Element x y z (Å)
C: -0.39080 2.08294 0.17948
C: 0.48861 2.18723 1.22330
C: -1.88342 2.18476 0.35866
O: 0.07720 2.45281 -1.06994
H: -0.61004 2.30648 -1.72968
H: -0.29217 0.28687 -0.09568
H: 1.06818 0.42213 1.47566
H: 1.47341 2.58259 1.02723
H: 0.10557 2.33781 2.21998
H: -2.16685 1.94015 1.38118
H: -2.22420 3.20012 0.15005
H: -2.40101 1.50733 -0.32121
C: 0.57901 -1.31211 -1.30567
C: -0.82927 -1.61072 0.81966
C: 1.29122 -2.66319 -1.25878
C: 0.21584 -0.78183 0.08185
N: 1.33512 -0.52238 0.91153
H: 2.10671 -0.15695 0.35729
H: -0.33008 -1.39703 -1.90772
H: 1.22779 -0.57598 -1.78873
H: -0.40663 -2.57076 1.11089
H: -1.14879 -1.09918 1.72693
H: -1.69973 -1.79585 0.19114
H: 1.64358 -2.94557 -2.25062
H: 2.14635 -2.61391 -0.58676
H: 0.62437 -3.44574 -0.90002

Summary:
LUMO   0.67 eV
HOMO level   -0.3199 Eh
Molecular weight   131.219 g mol⁻¹
SMILES   CC[C@@H](C)N.C=C(C)O

=====

Most favorable structure: model 1. The second most favorable one is 0.076 eV above it.

=====

Model 1:
Density functional theory data (ωB97M-V/def2-TZVPD) for an isolated molecule of C6H8O3.

Element x y z (Å)
C: 1.15799 -1.23113 -1.20153
C: 0.19020 2.09149 -0.32905
C: -1.05835 0.16618 0.82254
C: 1.20134 -0.29980 -0.01483
C: -0.04819 0.71269 0.15827
C: -0.86564 -1.28463 1.16591
O: -2.33923 0.66869 0.80967
O: 2.23468 -0.05879 0.58954
O: -1.84983 -2.02810 1.11537
H: -2.91302 -0.08782 1.05486
H: 0.06473 -1.60245 1.66173
H: 1.69699 -2.14777 -0.94720
H: 0.12869 -1.49166 -1.45860
H: 1.65215 -0.75998 -2.05345
H: 1.16520 2.45970 0.00689
H: -0.58754 2.76902 0.04209
H: 0.16983 2.12436 -1.42219

Summary:
LUMO   -0.49 eV
HOMO level   -0.3425 Eh
Molecular weight   128.127 g mol⁻¹
SMILES   CC(=O)/C(C)=C(/O)C=O

=====

Model 2:
Density functional theory data (ωB97M-V/def2-TZVPD) for a cluster of 2 separate species, C6H8O3 in total.

Element x y z (Å)
C: -0.47258 -0.17117 0.42460
C: -0.72588 1.35112 -0.43222
C: -0.96557 -1.47211 -0.13528
C: 0.47366 -0.20443 1.58293
C: 1.32607 -0.14011 -1.43073
C: 1.39047 1.24469 -1.04748
O: -1.52100 0.75632 0.58505
O: 1.20760 -0.88413 -2.32546
O: 2.10384 2.00944 -0.50481
H: -1.13680 1.22257 -1.43002
H: -0.47843 2.37160 -0.15218
H: -1.74828 -1.85347 0.53112
H: -0.17407 -2.21902 -0.19054
H: -1.40071 -1.34055 -1.12714
H: 0.96841 0.75735 1.72572
H: 1.24420 -0.96300 1.44140
H: -0.09093 -0.46511 2.48505

Summary:
LUMO   -0.19 eV
HOMO level   -0.3040 Eh
Molecular weight   128.127 g mol⁻¹
SMILES   CC1(C)CO1.O=C=C=O

=====

Model 3:
Density functional theory data (ωB97M-V/def2-TZVPD) for a cluster of 2 separate species, C6H8O3 in total.

Element x y z (Å)
C: -1.30506 -0.59516 0.31208
C: -1.28477 0.87056 -0.04151
C: 0.23705 1.46070 0.26045
C: 0.82219 -0.05406 0.22522
C: -0.05444 -1.09525 -0.15492
C: 2.29848 -0.22305 -0.05144
H: -3.26158 0.11479 -0.88749
H: -1.50742 -0.65822 1.37551
H: -1.42546 0.75893 -1.20763
H: -2.24935 1.50430 0.13581
H: 0.17913 2.02783 1.22383
H: 0.60356 2.15210 -0.42365
H: 0.36537 -2.20372 -0.29982
H: 3.44583 -1.89547 0.23899
O: -2.52630 -1.18130 -0.35953
O: 2.50314 -1.60877 0.18239
O: 3.15962 0.62578 -0.52829

Summary:
LUMO   -0.62 eV
HOMO level   -0.3630 Eh
Molecular weight   128.127 g mol⁻¹

=====

Most favorable structure: model 1. The second most favorable one is 3.472 eV above it.

=====

Model 1:
Density functional theory data (ωB97M-V/def2-TZVPD) for a cluster of 3 separate species, C3H7O2S in total.

Element x y z (Å)
O: 1.86861 1.88542 0.20084
C: 0.98456 1.08477 -0.39444
C: 0.80254 -0.33840 -0.05694
C: -0.42002 0.65321 0.22118
S: 0.02409 -2.47832 2.23453
H: 0.88269 1.42656 -1.48229
H: 1.61872 -0.74069 0.53988
H: 0.50625 -1.06592 -0.84656
H: -1.23885 0.45712 -0.38957
H: -0.57566 0.96216 1.16929
H: -2.52252 -0.10335 -2.52093
H: -0.13960 -1.77424 3.28626
O: -1.79082 0.03168 -1.96124

Summary:
LUMO   -0.46 eV
HOMO level   -0.1492 Eh
Total charge   -1
Molecular weight   107.154 g mol⁻¹

=====

Model 2:
Density functional theory data (ωB97M-V/def2-TZVPD) for a cluster of 2 separate species, C3H7O2S in total.

Element x y z (Å)
O: 0.60912 -1.00827 0.83425
C: 0.06659 -0.97027 -0.27448
O: -0.13326 -0.01059 -1.09822
C: -0.41329 -2.32964 -0.88572
H: -1.40751 -2.19735 -1.31900
H: 0.25119 -2.63140 -1.71779
H: -0.43508 -3.13879 -0.14518
C: 0.53123 2.09559 1.16385
S: -0.49945 2.77413 -0.14519
H: 1.07147 2.93323 1.60843
H: -0.07919 1.58206 1.91478
H: 1.20839 1.37883 0.71986
H: -0.77021 1.52247 -0.65559

Summary:
LUMO   3.78 eV
HOMO level   -0.1596 Eh
Total charge   -1
Molecular weight   107.154 g mol⁻¹

=====

Most favorable structure: model 2. The second most favorable one is 8.581 eV above it.